No. 1
A single C5H11NO2 molecule at a distorted geometry, computed with ωB97M-V/def2-TZVPD.

## Properties
Charge: 0
HOMO, Eh: -0.3079
ΔE to the lowest compared entry with this formula, charge and spin, kJ/mol: 380.69
2S+1: 1
Frontier orbital gap, eV: 9.105

Last column: natural (NBO) charge in e.
CARTESIAN COORDINATES (ANGSTROEM)
C  2.61  1.05  -0.18  -0.480
C  1.89  0.04  -0.67  -0.025
N  0.35  -0.06  -0.76  -0.187
O  -0.13  -1.21  -1.38  -0.586
C  -0.40  0.33  0.40  -0.078
C  -0.36  -0.68  1.54  -0.644
C  -1.99  0.55  -0.13  -0.050
O  -2.64  -0.68  -0.34  -0.734
H  2.16  1.90  0.32  0.200
H  3.69  1.08  -0.31  0.218
H  2.39  -0.79  -1.16  0.197
H  0.06  -1.04  -2.32  0.484
H  -0.08  1.31  0.75  0.212
H  -0.55  -1.70  1.19  0.221
H  0.63  -0.67  2.01  0.214
H  -1.11  -0.45  2.29  0.218
H  -1.98  1.14  -1.05  0.162
H  -2.53  1.10  0.65  0.173
H  -2.01  -1.24  -0.84  0.485



No. 2
3 unconnected molecules or ions with the total composition C17H41IN2O6Si at a distorted geometry, computed with ωB97M-V/def2-TZVPD.

## Properties
Charge: 0
HOMO, Eh: -0.3374
2S+1: 1
Frontier orbital gap, eV: 9.576

Last column: natural (NBO) charge in e.
CARTESIAN COORDINATES (ANGSTROEM)
C  0.59  -1.87  0.43  -0.617
C  1.99  -1.85  1.02  -0.067
O  2.59  -3.12  0.86  -0.524
C  3.65  -3.34  1.74  -0.067
C  4.74  -2.26  1.70  -0.093
O  4.99  -1.82  0.39  -0.539
C  5.73  -0.63  0.34  -0.081
C  5.24  0.30  -0.77  -0.071
O  5.92  1.54  -0.64  -0.546
C  5.30  2.43  0.30  -0.494
Si  6.57  2.98  1.60  1.099
C  6.66  1.87  3.14  -0.972
C  5.41  1.86  3.94  0.532
O  4.64  1.02  3.95  -0.503
I  5.03  3.60  5.20  -0.043
H  0.16  -0.89  0.57  0.221
H  0.02  -2.63  0.96  0.204
H  0.66  -2.09  -0.63  0.211
H  2.00  -1.48  2.05  0.158
H  2.56  -1.11  0.44  0.160
H  4.12  -4.31  1.57  0.188
H  3.29  -3.35  2.77  0.158
H  4.41  -1.46  2.36  0.168
H  5.66  -2.65  2.14  0.170
H  6.79  -0.81  0.14  0.174
H  5.62  -0.10  1.28  0.155
H  4.16  0.43  -0.73  0.168
H  5.49  -0.13  -1.73  0.193
H  4.99  3.31  -0.27  0.213
H  4.41  1.99  0.75  0.203
H  7.90  2.94  0.94  -0.151
H  6.35  4.39  1.98  -0.157
H  6.98  0.86  2.93  0.270
H  7.44  2.29  3.78  0.274
C  -0.50  1.66  -0.79  -0.248
O  -1.20  0.44  -0.88  -0.554
C  -2.55  0.54  -1.29  -0.070
C  -2.76  0.68  -2.80  -0.089
C  -2.44  2.08  -3.34  -0.614
N  -1.98  -0.30  -3.56  -0.823
H  -1.15  2.48  -0.45  0.171
H  -0.04  1.93  -1.74  0.168
H  0.30  1.53  -0.06  0.184
H  -3.02  -0.39  -0.97  0.188
H  -3.06  1.35  -0.74  0.162
H  -3.82  0.50  -2.99  0.202
H  -1.37  2.25  -3.43  0.201
H  -2.87  2.20  -4.34  0.220
H  -2.86  2.85  -2.70  0.200
H  -2.28  -1.24  -3.28  0.352
H  -1.02  -0.24  -3.24  0.353
C  -6.56  1.03  -1.19  -0.250
O  -5.80  -0.17  -1.24  -0.557
C  -5.90  -0.99  -0.09  -0.074
C  -7.15  -1.88  -0.04  -0.082
C  -8.42  -1.13  0.33  -0.614
N  -7.37  -2.59  -1.30  -0.821
H  -6.60  1.44  -0.18  0.171
H  -7.57  0.87  -1.57  0.170
H  -6.07  1.76  -1.84  0.188
H  -5.02  -1.64  -0.13  0.183
H  -5.80  -0.38  0.82  0.166
H  -6.97  -2.63  0.74  0.190
H  -8.82  -0.55  -0.50  0.202
H  -9.20  -1.83  0.62  0.222
H  -8.25  -0.45  1.17  0.202
H  -6.56  -3.18  -1.50  0.351
H  -7.35  -1.90  -2.05  0.354



No. 3
2 unconnected molecules or ions with the total composition C17H23 at a distorted geometry, computed with ωB97M-V/def2-TZVPD.

## Properties
Charge: +1
HOMO, Eh: -0.4072
ΔE to the lowest compared entry with this formula, charge and spin, kJ/mol: 115.53
2S+1: 1
Frontier orbital gap, eV: 5.165

Last column: natural (NBO) charge in e.
CARTESIAN COORDINATES (ANGSTROEM)
C  -2.77  -0.87  2.94  -0.620
C  -1.65  -1.39  2.02  -0.350
C  -0.28  -1.56  2.65  -0.067
C  0.39  -2.82  2.75  0.037
C  -0.35  -4.15  2.69  -0.641
C  1.77  -2.85  2.99  -0.256
C  2.49  -1.67  3.19  0.116
C  3.97  -1.71  3.32  -0.652
C  1.80  -0.47  3.31  -0.256
C  0.42  -0.40  3.09  0.016
C  -0.28  0.92  3.32  -0.628
H  -3.59  -1.61  2.94  0.228
H  -2.43  -0.70  3.97  0.234
H  -3.23  0.09  2.60  0.194
H  -1.97  -2.39  1.64  0.227
H  0.38  -4.97  2.55  0.229
H  -0.85  -4.33  3.66  0.232
H  -1.13  -4.20  1.92  0.209
H  2.28  -3.82  3.01  0.218
H  4.35  -0.69  3.45  0.218
H  4.26  -2.36  4.16  0.232
H  4.40  -2.13  2.40  0.226
H  2.33  0.44  3.60  0.210
H  0.46  1.68  3.60  0.231
H  -0.82  1.24  2.41  0.178
H  -1.00  0.85  4.15  0.231
H  -1.64  -0.79  1.16  0.170
C  -2.31  0.20  -0.13  0.071
C  -1.28  1.19  -0.24  -0.283
C  -0.80  1.54  -1.46  0.019
C  -1.21  0.83  -2.73  -0.549
C  -2.19  -0.29  -2.50  0.024
C  -2.63  -0.64  -1.26  -0.294
H  -3.16  0.47  0.47  0.250
H  -1.03  1.77  0.66  0.254
H  -0.16  2.42  -1.54  0.245
H  -1.53  1.52  -3.50  0.289
H  -0.32  0.40  -3.14  0.305
H  -2.60  -0.80  -3.37  0.246
H  -3.40  -1.41  -1.10  0.258



No. 4
2 unconnected molecules or ions with the total composition C4H11N2OS at a distorted geometry, computed with ωB97M-V/def2-TZVPD.

## Properties
Charge: +1
HOMO (alpha / beta), Eh: -0.4420 / -0.4420
ΔE to the lowest compared entry with this formula, charge and spin, kJ/mol: 318.91
2S+1: 1
Frontier orbital gap (alpha / beta), eV: 7.663 / 7.662

Last column: natural (NBO) charge in e.
CARTESIAN COORDINATES (ANGSTROEM)
C  1.99  0.80  -0.19  0.568
C  -0.34  0.41  -1.06  -0.647
C  -1.04  -2.31  0.00  -0.427
C  -1.35  0.09  -0.15  0.139
N  1.85  2.05  0.28  -0.709
N  -1.70  -1.10  0.39  -0.595
O  2.19  -0.23  0.65  -0.620
S  -2.38  1.50  0.16  0.054
H  -0.25  1.37  -1.36  0.212
H  0.04  -0.44  -1.67  0.223
H  2.02  0.76  -1.29  0.245
H  0.02  -2.14  0.41  0.206
H  -1.40  -3.10  0.62  0.228
H  -1.14  -2.50  -1.22  0.206
H  2.06  2.79  -0.34  0.434
H  2.01  2.11  1.26  0.410
H  -2.66  -1.37  0.51  0.414
H  2.54  -0.04  1.53  0.525
H  -2.47  1.34  1.48  0.132



No. 5
2 unconnected molecules or ions with the total composition C2H7O3P at a distorted geometry, computed with ωB97M-V/def2-TZVPD.

## Properties
Charge: 0
HOMO (alpha / beta), Eh: -0.3196 / -0.3195
ΔE to the lowest compared entry with this formula, charge and spin, kJ/mol: 399.42
2S+1: 1
Frontier orbital gap (alpha / beta), eV: 7.670 / 7.668

Last column: natural (NBO) charge in e.
CARTESIAN COORDINATES (ANGSTROEM)
C  -2.29  0.29  0.97  -0.972
C  1.57  1.11  -0.37  -0.231
O  -0.88  -0.51  -1.34  -0.972
O  1.06  -1.97  -0.06  -1.125
O  0.25  1.15  0.35  -0.802
P  -0.76  -0.10  0.18  1.989
H  -3.14  -0.46  1.03  0.259
H  -2.16  0.91  1.99  0.263
H  1.95  2.03  -0.53  0.190
H  1.49  0.70  -1.36  0.198
H  2.29  0.69  0.33  0.217
H  -0.28  -1.11  -1.67  0.545
H  0.90  -2.73  0.49  0.440



No. 6
A single C15H10ClFN2S molecule at a distorted geometry, computed with ωB97M-V/def2-TZVPD.

## Properties
Charge: 0
HOMO, Eh: -0.2983
2S+1: 1
Frontier orbital gap, eV: 8.559

Last column: natural (NBO) charge in e.
CARTESIAN COORDINATES (ANGSTROEM)
F  -1.22  5.77  -2.95  -0.307
C  -0.85  4.71  -2.21  0.342
C  -1.52  3.50  -2.41  -0.246
C  -1.19  2.36  -1.64  -0.233
C  -0.24  2.44  -0.59  0.156
N  0.03  1.37  0.26  -0.599
C  0.09  0.03  -0.13  0.146
C  0.27  -0.41  -1.47  -0.026
N  0.43  -1.68  -1.81  -0.378
C  0.44  -2.62  -0.84  0.002
C  0.32  -2.34  0.48  -0.052
C  0.37  -3.43  1.47  -0.105
C  0.60  -3.17  2.86  -0.250
C  0.54  -4.29  3.64  -0.379
S  0.26  -5.75  2.70  0.410
C  0.18  -4.78  1.23  -0.369
C  0.12  -0.97  0.89  -0.209
C  0.36  3.67  -0.39  -0.259
C  0.13  4.77  -1.23  -0.061
Cl  1.06  6.27  -1.13  0.016
H  -2.32  3.44  -3.15  0.238
H  -1.68  1.39  -1.80  0.231
H  0.22  1.61  1.23  0.404
H  0.29  0.32  -2.25  0.198
H  0.64  -3.59  -1.22  0.193
H  0.83  -2.20  3.24  0.219
H  0.71  -4.27  4.70  0.237
H  0.01  -5.24  0.26  0.239
H  -0.03  -0.68  1.91  0.210
H  1.17  3.77  0.36  0.231



No. 7
A molecular structure, C2H3NOS2 at a distorted geometry, computed with ωB97M-V/def2-TZVPD.

## Properties
Charge: 0
HOMO, Eh: -0.3147
ΔE to the lowest compared entry with this formula, charge and spin, kJ/mol: 189.72
2S+1: 1
Frontier orbital gap, eV: 9.186

Last column: natural (NBO) charge in e.
CARTESIAN COORDINATES (ANGSTROEM)
C  1.31  -0.89  0.56  0.349
C  -0.46  0.10  -0.48  -0.131
N  1.91  0.22  0.57  -0.592
O  0.10  -1.10  -0.08  -0.497
S  1.00  1.33  -0.21  0.417
S  -1.95  0.76  0.59  -0.072
H  1.54  -1.79  1.10  0.195
H  -0.98  0.20  -1.55  0.229
H  -2.46  1.18  -0.50  0.102



No. 8
2 unconnected molecules or ions with the total composition C3H5NOS at a distorted geometry, computed with ωB97M-V/def2-TZVPD.

## Properties
Charge: 0
HOMO, Eh: -0.3442
ΔE to the lowest compared entry with this formula, charge and spin, kJ/mol: 450.66
2S+1: 1
Frontier orbital gap, eV: 9.771

Last column: natural (NBO) charge in e.
CARTESIAN COORDINATES (ANGSTROEM)
C  -0.21  1.24  -1.39  -0.397
C  1.07  0.91  -1.12  -0.410
C  -0.15  -1.35  0.82  -0.104
N  0.22  -0.37  1.46  -0.441
O  -1.84  -1.76  2.94  -0.896
S  -0.43  -1.71  2.66  1.201
H  -0.48  2.03  -2.10  0.200
H  -1.17  0.81  -0.94  0.190
H  1.49  0.18  -0.34  0.215
H  1.77  1.53  -1.74  0.204
H  -0.26  -1.51  -0.24  0.237